# C36H51InN9O3S2Si

A structure of composition C36H51InN9O3S2Si at a distorted geometry (ωB97M-V with the def2-TZVPD basis set, OMol25).

Last column: Mulliken charge in e.
Element x y z (Å)
H  -0.55  3.87  -4.78  0.39
C  4.04  -1.11  -5.10  -0.78
H  1.87  -1.10  -3.88  0.30
C  1.66  0.08  3.91  0.27
C  3.89  -3.46  -4.81  -0.86
C  3.47  -1.98  4.04  -0.69
H  4.33  -2.64  4.02  0.33
H  -2.56  -0.36  3.35  -0.08
H  3.57  -4.27  -4.17  0.36
C  -1.85  -4.86  -1.13  0.49
C  -3.44  -6.78  0.09  -0.70
C  -2.24  -6.01  -1.83  -0.81
O  -1.82  -3.66  0.99  -0.46
H  3.70  3.88  3.15  0.37
H  3.20  2.10  2.92  0.26
H  1.72  -2.89  -3.49  0.30
C  1.98  3.29  4.39  1.26
C  -2.00  3.31  0.33  -0.42
S  -3.02  -0.32  -0.54  -0.33
H  -1.31  4.02  -0.12  0.34
H  1.66  -0.27  -5.89  0.11
In  -1.10  -1.91  -0.18  0.42
H  -6.61  -1.24  1.44  0.35
N  -1.95  2.09  -0.21  0.10
C  1.59  -0.94  2.93  0.22
N  3.57  -2.17  -4.23  0.11
C  3.86  -2.51  -7.02  -0.85
H  -4.01  -7.51  0.72  0.30
H  4.93  -2.63  -7.18  0.32
C  2.52  -0.01  5.01  -0.52
H  -5.13  -1.68  0.67  0.19
H  -3.22  -5.36  1.76  0.49
Si  -4.76  0.22  2.22  0.44
O  -0.45  -0.07  1.88  -0.83
N  -0.82  2.19  -3.63  0.02
H  -1.14  1.98  -2.64  0.10
C  1.89  4.48  5.16  0.69
O  0.69  -1.72  0.83  -0.69
H  -3.04  4.83  1.43  0.32
H  -7.00  1.00  2.79  0.34
C  -2.85  1.20  0.24  -0.26
H  0.75  5.58  6.49  0.31
H  -1.14  4.35  -3.17  0.30
H  -6.05  -0.31  0.04  0.36
H  -1.52  4.31  5.94  0.36
H  -3.53  -1.81  3.25  0.29
C  -2.98  -7.03  -1.15  -0.20
H  -6.45  -0.08  4.09  0.33
H  1.24  5.13  -3.54  0.35
H  4.01  2.84  4.41  0.39
C  -3.95  2.85  1.59  -0.38
H  4.13  -1.06  5.93  0.37
H  4.98  -3.48  -4.89  0.39
C  -3.00  3.76  1.12  -0.69
N  3.47  -1.24  -6.45  0.10
H  0.04  1.68  -3.83  0.17
H  2.47  0.70  5.77  0.66
H  2.81  3.28  -3.23  0.24
N  1.96  3.17  -3.80  -0.51
C  2.97  5.51  5.36  -1.29
N  1.46  -2.30  -5.57  0.12
C  3.25  2.97  3.67  -1.55
N  0.88  1.16  3.66  0.50
C  -6.13  0.76  3.40  -1.32
C  -3.02  -5.62  0.75  -0.19
C  2.00  -3.61  -6.14  -0.69
C  0.94  4.07  -3.23  -0.49
H  2.52  -2.78  2.25  0.48
H  0.15  1.02  2.86  -0.31
H  -3.29  -7.91  -1.70  0.36
C  0.86  2.46  4.19  -0.10
H  1.00  4.15  -2.12  0.35
H  -4.83  3.16  2.14  0.40
H  5.12  -1.11  -5.19  0.31
H  -3.94  -0.50  4.36  0.38
H  3.18  6.00  4.38  0.34
H  1.61  -1.26  -7.36  0.39
H  3.59  -0.18  -4.75  0.47
C  -3.85  1.55  1.25  0.53
C  0.54  -0.88  1.79  0.59
C  -0.42  3.68  -3.70  -0.61
N  -2.28  -4.67  0.18  0.29
H  -1.90  -6.19  -2.84  0.39
C  2.53  -2.01  3.01  -0.46
H  1.57  -4.41  -5.51  0.28
C  3.47  -1.05  5.05  -0.52
C  -5.72  -0.80  0.96  -1.04
H  3.90  5.13  5.99  0.23
H  -5.92  1.64  3.99  0.36
C  -3.58  -0.73  3.34  -0.62
H  2.12  3.51  -4.70  0.21
N  3.47  -3.68  -6.21  0.02
H  3.33  -2.68  -7.96  0.44
H  1.61  -3.67  -7.17  0.39
S  -1.01  -3.64  -2.03  -0.27
C  0.63  4.76  5.77  -0.63
H  -1.34  2.31  4.50  0.68
C  2.08  -2.12  -4.22  -0.79
C  -0.46  2.89  4.74  -0.50
H  2.56  6.36  5.95  0.41
H  -1.60  2.05  -4.29  0.41
C  -0.54  4.07  5.50  -1.19
C  2.02  -1.19  -6.37  -0.48

2S+1   2
Total energy   -92430.8945 eV
ΔE to the lowest compared entry with this formula, charge and spin   100.1 kcal/mol
Expectation value of S²   0.758
LUMO level (spin up / spin down)   -0.024 / -0.027 hartree
Strongest force on any atom   3.5 eV Å⁻¹
Kohn-Sham gap (spin up / spin down)   3.0 / 5.9 eV